{"formula": "C28H32INO4", "method": "ωB97M-V/def2-TZVPD", "symbols": ["C", "C", "C", "C", "C", "I", "C", "C", "N", "C", "C", "C", "C", "C", "O", "C", "C", "C", "C", "C", "O", "C", "C", "C", "C", "C", "C", "O", "C", "C", "C", "C", "C", "O", "H", "H", "H", "H", "H", "H", "H", "H", "H", "H", "H", "H", "H", "H", "H", "H", "H", "H", "H", "H", "H", "H", "H", "H", "H", "H", "H", "H", "H", "H", "H", "H"], "coordinates": [[-0.145953, 3.740412, -1.432647], [-1.443039, 3.980407, -0.886253], [-2.903404, 4.091665, -0.078284], [-2.928282, 3.121618, 1.273379], [-2.758811, 3.685996, 2.821285], [-2.483431, 5.875366, 3.157573], [-2.754647, 2.670656, 4.145764], [-2.557562, 3.160100, 5.698137], [-1.118816, 3.261087, 6.159959], [-0.261351, 2.115143, 5.669782], [-2.920670, 1.053163, 3.837808], [-3.073885, 0.471614, 2.312776], [-3.091226, 1.511018, 1.002530], [-3.255361, 0.825301, -0.514461], [-4.065533, 1.305139, -1.463758], [-2.347749, -0.563175, -0.730382], [-1.551174, -0.835709, -2.138528], [-0.639183, -2.200380, -2.250119], [0.197493, -2.566714, -3.617308], [0.220128, -1.374856, -4.745736], [1.414412, -0.545656, -4.510100], [-0.568939, -3.214958, -0.946785], [0.368721, -4.598744, -0.946063], [1.750946, -4.159457, -0.112710], [2.894238, -3.479216, -1.073693], [2.954473, -1.817416, -0.962505], [4.129328, -1.365393, -2.060964], [4.958659, -0.239973, -1.593841], [4.164151, 0.972850, -1.344324], [3.243722, 1.468945, -2.611496], [-1.413893, -2.959672, 0.472583], [-2.321503, -1.598786, 0.582999], [-3.191967, -1.155263, 1.941001], [-3.933143, -2.026358, 2.653910], [0.973202, 3.479977, -1.756608], [-3.763674, 3.825988, -0.847264], [-3.038772, 5.235348, 0.194718], [-3.250054, 2.523929, 6.425844], [-2.998313, 4.267503, 5.755256], [-0.682940, 4.188079, 5.911310], [0.174653, 2.306853, 4.574632], [-0.820395, 1.060391, 5.686484], [0.658903, 1.981889, 6.404578], [-2.928278, 0.273392, 4.720798], [-1.671409, -0.020421, -2.988268], [-0.250931, -3.556951, -4.084545], [1.323655, -2.808504, -3.358408], [0.370933, -1.892025, -5.808224], [-0.786689, -0.768341, -4.834793], [1.210224, 0.435573, -4.600169], [-0.178941, -5.367357, -0.243978], [0.593621, -5.001386, -2.021384], [1.501969, -3.357584, 0.736276], [2.251243, -5.064075, 0.443019], [2.859393, -3.836208, -2.197527], [3.947114, -3.851038, -0.657795], [1.905719, -1.324343, -1.221425], [3.317961, -1.557830, 0.138018], [4.860818, -2.307270, -2.116618], [3.702400, -1.236854, -3.149197], [3.522303, 0.892410, -0.345483], [4.946106, 1.852211, -1.144466], [3.112811, 2.652894, -2.567131], [2.191380, 0.943089, -2.502662], [3.737967, 1.123243, -3.636449], [-1.358731, -3.701335, 1.381930]], "forces_ev_per_angstrom": [[-8.8, 1.3, 4.3], [8.7, -2.2, -2.9], [1.0, 0.4, -0.4], [0.0, -2.4, 1.6], [-0.3, -4.2, -0.5], [-0.2, -2.2, -0.3], [-0.5, -2.0, -3.8], [-0.9, 1.5, -0.7], [-0.5, -0.8, -1.1], [1.3, -0.7, -0.1], [-0.2, 2.0, -3.2], [0.3, 2.9, 0.0], [0.4, 0.8, 3.4], [-2.4, 1.1, -3.0], [5.1, -2.7, 5.8], [1.1, -1.7, 0.2], [-0.2, -2.5, 3.7], [-1.7, 0.8, 3.1], [-0.2, 0.1, 0.3], [-0.1, -1.0, -0.9], [-1.8, 1.0, -0.1], [-1.9, 1.7, 0.2], [-0.1, 1.8, 1.6], [0.5, 0.4, -0.2], [0.8, 0.3, 0.8], [0.5, -0.7, -0.8], [0.1, -1.5, 0.7], [-2.4, 0.3, -0.5], [0.4, 1.6, 0.2], [-0.2, -0.6, 0.4], [-0.7, 3.4, -3.3], [1.9, -0.6, -2.8], [-2.4, -2.8, 2.2], [5.0, 5.5, -4.4], [-3.3, 0.9, 0.8], [1.9, 0.2, 1.8], [0.4, -2.5, -0.3], [1.8, 1.0, -1.7], [0.9, -2.4, -0.2], [-0.9, -1.6, 0.1], [-1.0, -0.6, 2.3], [1.0, 2.6, 0.0], [-1.9, 0.4, -1.5], [0.0, 1.8, -2.0], [0.3, -2.0, 2.0], [0.7, 2.1, 0.9], [-2.3, 0.6, -0.4], [-0.4, 1.0, 2.3], [2.1, -1.2, 0.5], [0.1, -2.0, 0.1], [0.9, 1.4, -1.8], [-0.5, 0.8, 2.2], [0.3, -1.8, -1.9], [-1.2, 1.5, -1.2], [-0.2, 0.7, 2.2], [-2.2, 0.8, -1.0], [2.2, -1.0, 0.7], [-0.9, -0.4, -2.4], [-1.3, 2.3, 0.1], [0.6, 0.1, 2.2], [1.2, -0.1, -2.2], [-1.5, -2.2, -0.4], [0.3, -2.6, -0.2], [2.1, 1.2, -0.4], [-1.0, 0.9, 2.2], [-0.1, 1.6, -2.1]], "charge": 0, "orbital_gap_ev": 6.983, "max_force_ev_per_a": 9.92, "e_lumo_ha": -0.0589, "smiles": "C#CCc1c(I)c(CNC)cc2c1C(=O)c1cc(CCO)c(CCCCCOCC)cc1C2=O", "homo_ev": -8.585, "total_energy_ev": -47307.2086}

{"formula": "C28H32N5O3S4Sn", "method": "ωB97M-V/def2-TZVPD", "symbols": ["Sn", "C", "S", "C", "S", "N", "N", "C", "C", "C", "C", "C", "C", "N", "H", "H", "H", "H", "H", "H", "H", "H", "C", "C", "C", "C", "C", "C", "C", "C", "N", "C", "C", "C", "C", "N", "C", "C", "C", "C", "C", "C", "C", "C", "H", "H", "H", "H", "H", "H", "H", "H", "H", "H", "H", "H", "H", "H", "H", "H", "H", "H", "H", "H", "H", "H", "H", "H", "O", "S", "O", "O", "S"], "coordinates": [[1.608391, 1.285776, 0.652389], [-0.880842, 6.281641, -1.931138], [0.679109, 5.438016, -2.334418], [0.811452, 4.200463, -1.089878], [2.234119, 3.278780, -1.188056], [-0.181680, 4.141665, -0.242522], [-0.209982, 3.097757, 0.610840], [-1.098401, 3.123756, 1.531277], [-1.312412, 1.950811, 2.364720], [-2.260384, 1.940729, 3.389461], [-2.446719, 0.779543, 4.117467], [-1.690110, -0.340053, 3.806525], [-0.766253, -0.241415, 2.775685], [-0.585674, 0.867123, 2.078580], [-0.810492, 7.288895, -2.336013], [-0.979422, 6.290740, -0.851003], [-1.716862, 5.745166, -2.373331], [-1.728476, 4.000008, 1.678466], [-2.819655, 2.838288, 3.620408], [-3.168236, 0.746757, 4.924173], [-1.800942, -1.265968, 4.353634], [-0.128483, -1.072334, 2.506543], [1.745499, -3.498606, 2.061695], [2.752012, -3.360450, 0.956943], [3.999176, -3.964342, 1.082923], [4.971226, -3.826135, 0.109778], [4.712266, -3.054479, -1.011831], [3.487768, -2.428720, -1.171644], [3.174838, -1.600263, -2.386546], [2.502555, -2.588124, -0.183596], [1.308181, -1.889291, -0.407589], [0.246842, -2.436909, -0.816353], [0.074422, -3.926328, -1.004597], [-0.902946, -1.559026, -1.210366], [-1.876509, -2.117052, -2.221737], [-0.982569, -0.392105, -0.731330], [-1.994439, 0.517332, -1.047386], [-3.218275, 0.491810, -0.367330], [-3.542159, -0.607978, 0.609438], [-4.156295, 1.482160, -0.636001], [-3.892975, 2.487927, -1.550084], [-2.685016, 2.492536, -2.231370], [-1.737448, 1.506357, -2.008545], [-0.465975, 1.445876, -2.799995], [1.965381, -4.363865, 2.687557], [0.724266, -3.579274, 1.681776], [1.800435, -2.602488, 2.678934], [4.203462, -4.548667, 1.972348], [5.928345, -4.320557, 0.219496], [5.478174, -2.921131, -1.767101], [4.037979, -1.540899, -3.048130], [2.885011, -0.591996, -2.079490], [2.339338, -2.025865, -2.948656], [0.940945, -4.452390, -0.609246], [-0.033897, -4.178042, -2.061173], [-0.821987, -4.270592, -0.484824], [-1.344447, -2.429809, -3.122051], [-2.608912, -1.358306, -2.491401], [-2.402846, -2.984410, -1.820935], [-2.634406, -1.017379, 1.047039], [-4.079503, -1.419980, 0.109854], [-4.176796, -0.233609, 1.412875], [-5.107798, 1.450891, -0.116502], [-4.629278, 3.257852, -1.744622], [-2.470873, 3.271927, -2.953277], [-0.311420, 2.367093, -3.359290], [-0.482848, 0.608015, -3.503484], [0.384153, 1.298746, -2.135341], [4.288255, 0.248826, 3.748979], [3.318259, 0.450552, 2.704351], [2.072428, -0.307791, 2.883259], [3.829964, 0.241879, 1.334980], [2.640396, 2.400938, 2.665786]], "forces_ev_per_angstrom": [[-0.6, -0.3, -0.8], [0.3, -0.3, -0.1], [0.0, 0.3, -0.1], [-0.2, -0.2, 0.4], [0.2, 0.3, -0.2], [-0.4, 0.7, -0.2], [0.4, -0.4, 0.2], [0.1, 0.4, -0.4], [-0.1, -0.5, 0.3], [0.1, 0.2, -0.1], [0.1, -0.1, 0.0], [-0.1, 0.1, 0.0], [0.0, -0.1, 0.1], [0.0, 0.2, 0.2], [0.0, 0.0, 0.0], [-0.1, 0.1, 0.0], [-0.1, 0.1, 0.1], [-0.1, 0.0, -0.1], [0.0, 0.0, -0.1], [0.0, 0.0, 0.0], [0.0, 0.0, 0.0], [0.0, 0.0, 0.0], [-0.1, 0.2, -0.1], [0.0, 0.0, -0.1], [0.0, 0.0, 0.0], [0.1, 0.0, 0.0], [0.0, 0.0, 0.0], [-0.2, 0.0, 0.0], [0.1, 0.0, 0.1], [0.4, -0.4, 0.0], [-0.3, 0.3, 0.0], [0.3, -0.4, 0.1], [0.0, 0.1, 0.0], [-0.4, 0.4, -0.2], [0.0, 0.1, 0.1], [0.3, -0.4, 0.2], [-0.5, 0.2, -0.2], [0.1, -0.1, 0.1], [0.0, 0.1, -0.1], [0.0, 0.0, 0.0], [0.0, 0.0, 0.0], [-0.1, 0.0, 0.0], [0.1, -0.1, 0.0], [0.0, 0.1, 0.1], [0.0, 0.0, -0.1], [0.0, -0.1, 0.1], [-0.1, 0.1, 0.1], [0.0, 0.0, 0.0], [0.0, 0.1, 0.0], [0.0, 0.0, 0.0], [0.0, 0.0, 0.0], [0.0, 0.0, -0.1], [0.0, 0.0, 0.0], [0.0, 0.0, 0.0], [0.0, 0.0, 0.0], [0.0, 0.0, 0.0], [0.0, -0.1, 0.0], [0.0, 0.0, 0.0], [0.0, -0.1, 0.0], [0.0, 0.0, 0.1], [0.0, 0.0, 0.0], [0.0, 0.0, 0.0], [0.0, 0.0, 0.0], [0.0, 0.0, 0.0], [0.0, 0.0, 0.0], [0.0, 0.0, 0.0], [0.0, 0.0, 0.0], [0.1, 0.0, -0.1], [0.1, 0.1, 0.1], [0.6, -0.4, 0.5], [-0.2, -0.5, 0.0], [0.2, 0.0, 0.0], [0.0, 0.4, 0.1]], "de_lowest_kcal_mol": 0.4, "charge": -1, "orbital_gap_ev": 6.288, "max_force_ev_per_a": 0.99, "e_lumo_ha": 0.0785, "homo_ev": -4.152, "total_energy_ev": -92324.0517}

{"formula": "C28H33As2BiN7O9", "method": "ωB97M-V/def2-TZVPD", "symbols": ["Bi", "C", "C", "O", "N", "C", "C", "C", "C", "C", "C", "N", "H", "H", "H", "H", "H", "H", "H", "H", "H", "H", "N", "C", "N", "C", "N", "C", "C", "N", "C", "C", "N", "H", "H", "H", "H", "H", "C", "O", "C", "O", "C", "C", "As", "C", "C", "C", "As", "C", "C", "O", "O", "C", "C", "O", "O", "C", "C", "O", "O", "C", "H", "H", "H", "H", "H", "H", "H", "H", "H", "H", "H", "H", "H", "H", "H", "H", "H", "H"], "coordinates": [[-1.382008, -1.556644, 0.937409], [-0.276386, -5.597477, 2.343956], [0.012280, -4.129506, 2.352936], [-0.078389, -3.420207, 1.308455], [0.396988, -3.557057, 3.480995], [0.968680, -2.214952, 3.599680], [0.001074, -1.175522, 4.075765], [0.156724, -0.592923, 5.316184], [-0.688882, 0.450191, 5.715723], [-1.693244, 0.861932, 4.854948], [-1.836048, 0.202059, 3.652410], [-1.003634, -0.769899, 3.251343], [-1.171380, -5.765703, 1.748579], [-0.383087, -5.999187, 3.349379], [0.547603, -6.103058, 1.847398], [0.417474, -4.138007, 4.309898], [1.385252, -1.919922, 2.637300], [1.794720, -2.274941, 4.305272], [0.974788, -0.922894, 5.930500], [-0.562720, 0.901568, 6.691784], [-2.315317, 1.709028, 5.105022], [-2.637281, 0.543354, 2.983486], [-2.032827, 2.834189, -0.322746], [-1.475772, 1.971300, 0.546601], [-2.106277, 0.807743, 0.421731], [-3.090940, 1.051077, -0.527768], [-3.054416, 2.269356, -0.993652], [-3.966191, -0.053217, -1.005157], [-5.059903, 0.146089, -1.829667], [-5.837250, -0.891899, -2.198140], [-5.540720, -2.075540, -1.685833], [-4.437498, -2.281742, -0.863427], [-3.647159, -1.259322, -0.520662], [-1.801242, 3.815902, -0.434277], [-0.653343, 2.208050, 1.221352], [-5.306775, 1.116484, -2.249433], [-6.150084, -2.907780, -2.013689], [-4.201421, -3.276837, -0.488821], [4.298010, 1.309281, 2.939310], [3.663763, 1.314565, 1.638727], [2.376109, 1.036607, 1.555015], [1.661712, 0.642046, 2.445187], [1.876927, 1.112319, 0.116980], [1.962298, 2.227648, -0.605569], [1.357912, 2.459311, -2.467380], [3.096215, 2.363318, -3.348968], [0.690639, 0.678513, -3.015653], [0.273836, -0.281279, -2.180801], [0.937010, -0.504790, -0.390793], [2.343057, -1.796473, -0.571125], [-0.572746, -1.465014, -2.512926], [-0.957572, -2.218794, -1.611837], [-0.914237, -1.552254, -3.754659], [-1.555641, -2.767993, -4.210252], [0.819154, 0.386859, -4.510983], [1.754856, -0.328572, -4.762831], [0.048817, 0.942088, -5.424820], [-1.079599, 1.731590, -4.997551], [2.432857, 3.512031, 0.068305], [2.163200, 3.783519, 1.211129], [3.000667, 4.309142, -0.810406], [3.394133, 5.640079, -0.387614], [4.049726, 0.428047, 3.509014], [4.010207, 2.203286, 3.492926], [5.356217, 1.343787, 2.743392], [3.615722, 3.292563, -3.129227], [2.906723, 2.280221, -4.414091], [3.617806, 1.467751, -3.014977], [3.094549, -1.314318, -1.193162], [1.981708, -2.679510, -1.084950], [2.742383, -2.085374, 0.405657], [-1.817098, -2.539762, -5.247078], [-2.414607, -2.958829, -3.588387], [-0.876691, -3.596913, -4.130157], [-1.733502, 1.832476, -5.861845], [-0.735853, 2.726681, -4.679933], [-1.592843, 1.226231, -4.177094], [3.379743, 6.288076, -1.260184], [4.392425, 5.589208, 0.019286], [2.686619, 5.958546, 0.345492]], "forces_ev_per_angstrom": [[0.3, 0.6, -0.4], [-0.1, 0.4, -0.1], [0.1, 0.2, 0.1], [0.0, -0.2, -0.2], [0.2, -0.2, 0.6], [-0.1, -0.2, -0.2], [-0.7, 0.7, -0.1], [-0.3, 0.4, -0.1], [0.2, -0.5, -0.1], [0.4, 0.0, 0.3], [-0.2, 0.5, -0.2], [0.2, -0.3, -0.2], [0.0, -0.1, 0.1], [-0.1, 0.0, -0.1], [0.1, -0.1, -0.1], [0.1, 0.0, -0.1], [0.0, 0.0, 0.0], [0.0, 0.0, 0.0], [0.1, 0.0, 0.3], [0.0, 0.1, -0.1], [-0.2, -0.1, 0.0], [0.4, -0.5, 0.1], [0.3, -0.2, 0.8], [-0.3, 0.3, -0.6], [-0.1, 0.0, 0.0], [0.6, -0.6, -0.1], [0.0, 0.0, 0.0], [0.2, 0.6, 0.6], [-0.5, -0.7, -0.5], [0.5, 0.7, 0.4], [0.0, -0.2, -0.5], [0.2, 0.3, 0.2], [-0.4, -0.4, -0.2], [-0.2, -0.1, -0.1], [-0.2, -0.1, -0.2], [0.1, 0.0, 0.2], [-0.1, -0.1, 0.2], [0.0, 0.2, 0.0], [-0.1, 0.5, 0.2], [-0.5, -0.1, -0.2], [0.6, -0.1, -0.5], [-0.3, -0.1, 0.2], [-0.1, 0.1, 0.6], [-0.2, -0.5, -0.2], [0.0, 0.3, -0.3], [-0.2, -0.1, 0.0], [0.3, 0.0, 0.1], [-0.2, -0.3, 0.4], [-0.4, 0.3, 0.5], [0.2, -0.2, 0.0], [0.2, 0.7, 0.3], [0.1, -0.1, 0.0], [0.4, -0.1, -0.1], [-0.4, 0.4, -0.5], [0.3, -0.3, -0.1], [-0.5, 0.5, 0.1], [0.0, -0.1, 0.2], [0.2, 0.3, 0.1], [-0.3, 0.3, -0.1], [0.1, -0.4, -0.1], [0.2, -0.2, -0.6], [0.1, -0.1, -0.2], [-0.2, -0.3, 0.0], [-0.1, -0.1, -0.1], [0.2, 0.0, -0.1], [0.1, -0.2, 0.0], [0.0, 0.1, -0.2], [0.2, 0.2, 0.0], [0.2, 0.0, 0.1], [-0.2, -0.1, 0.0], [0.0, 0.2, -0.2], [0.0, -0.3, 0.3], [-0.4, 0.0, 0.0], [0.4, -0.2, -0.1], [0.1, -0.1, 0.1], [-0.2, -0.3, -0.1], [-0.1, 0.1, -0.1], [-0.1, -0.2, 0.0], [0.2, 0.0, 0.2], [-0.3, 0.4, 0.5]], "charge": 3, "orbital_gap_ev": 7.460, "max_force_ev_per_a": 0.99, "e_lumo_ha": -0.3402, "homo_ev": -16.717, "total_energy_ev": -185921.5686}